This record from the Open Molecules 2025 dataset describes a structure of composition C21H22N4O4PdS. The level of theory is wB97M-V/def2-TZVPD.

```
! wB97M-V def2-TZVPD RIJCOSX def2/J DEFGRID3
* xyz -2 1
Pd -0.4914 -0.1361 -0.1466
C 4.1820 0.6148 4.3028
C 3.7924 0.5276 2.8498
C 4.1012 1.5479 1.9599
C 3.6920 1.4878 0.6313
C 2.9616 0.4013 0.1767
C 2.6533 -0.6308 1.0572
C 3.0704 -0.5678 2.3759
S 2.2757 0.3985 -1.4862
O 2.1743 -1.0087 -1.8388
O 3.2233 1.1840 -2.2614
N 0.8660 1.0464 -1.3531
C 0.8834 2.4944 -1.1106
C -0.4579 3.2448 -1.3101
O -0.4925 4.3637 -0.7426
O -1.3396 2.7195 -2.0231
H 4.9761 1.3479 4.4551
H 4.5309 -0.3491 4.6794
H 3.3296 0.9161 4.9178
H 4.6614 2.4095 2.3103
H 3.9319 2.2817 -0.0641
H 2.0664 -1.4656 0.6981
H 2.8103 -1.3710 3.0586
H 1.5947 2.9838 -1.7855
H 1.2129 2.7198 -0.0869
N -2.6491 0.4528 -2.5803
C -3.2799 -0.7225 -2.4478
C -4.6460 -0.8881 -2.6552
C -5.2437 -2.1556 -2.6000
C -4.5201 -3.2910 -2.3459
C -3.1273 -3.1691 -2.1084
C -2.2931 -4.2777 -1.8396
C -0.9570 -4.0920 -1.6301
C -0.4358 -2.7816 -1.6547
N -1.1873 -1.7308 -1.8777
C -2.5075 -1.9019 -2.1318
H -3.1606 1.3192 -2.5609
H -1.6950 0.5947 -2.2585
H -5.2498 -0.0160 -2.8774
H -6.3127 -2.2310 -2.7722
H -4.9883 -4.2678 -2.3141
H -2.7320 -5.2700 -1.8075
H -0.2980 -4.9274 -1.4295
H 0.6165 -2.5771 -1.4909
C -0.7830 2.6595 2.4430
C -0.2056 1.2728 2.7266
C -0.7378 0.2526 1.7805
N -1.4687 -0.7025 1.6854
H -0.3544 3.3989 3.1245
H -1.8670 2.6574 2.5726
H -0.5761 2.9791 1.4209
H -0.4300 0.9578 3.7520
H 0.8812 1.2970 2.6133
*
```

The value obtained for the lowest unoccupied orbital energy is 4.64 eV. For the energy above the lowest of the compared OMol25 structures with the same formula, charge and spin, the calculation gives 0.000 eV. As for the gap between HOMO and LUMO: 6.03 eV. The value obtained for the max |F| is 0.21 eV Å⁻¹. The value obtained for the total energy is -50600.905 eV.

These are the Mulliken partial charges, in e, on atoms 1 to 2:
1. Pd -0.17
2. C -1.44


This record from the Open Molecules 2025 dataset describes a cluster of 2 separate species, C3H5NS in total in a non-equilibrium geometry. The level of theory is wB97M-V/def2-TZVPD.

```
! wB97M-V def2-TZVPD RIJCOSX def2/J DEFGRID3
* xyz 0 1
C -1.7909 -1.3474 -1.8155
C 0.5360 -0.0668 1.1708
C 0.2672 0.7419 0.0039
N -1.3401 -2.1733 -2.4341
S 1.0878 2.0346 -0.4607
H -0.5619 -0.0218 1.5152
H 0.6092 -1.0625 0.7466
H 1.3166 0.3061 1.9292
H -2.2241 -0.6790 -1.2173
H 2.1002 2.2681 0.5619
*
```

The value obtained for the lowest unoccupied orbital energy is 0.30 eV. For the energy above the lowest of the compared OMol25 structures with the same formula, charge and spin, the calculation gives 3.514 eV. As for the gap between HOMO and LUMO: 9.03 eV. The value obtained for the max |F| is 3.37 eV Å⁻¹. The value obtained for the total energy is -15513.358 eV.

These are the Mulliken partial charges, in e, on atoms 1 to 2:
1. C 0.04
2. C -0.66


This record from the Open Molecules 2025 dataset describes a structure of composition C42H39N9O4PRbS. The level of theory is wB97M-V/def2-TZVPD.

```
! wB97M-V def2-TZVPD RIJCOSX def2/J DEFGRID3
* xyz -2 1
Rb 0.7311 0.1406 0.4010
N -0.6149 3.5309 4.5596
C -0.5480 2.3337 3.8696
S -1.5172 2.1955 2.4531
N 0.2530 1.4587 4.4431
N 0.3626 0.2783 3.7764
C 1.0978 -0.6108 4.3373
C 1.8088 -0.4164 5.6363
C 1.5451 -1.2708 6.7025
C 2.2024 -1.1230 7.9167
C 3.1471 -0.1190 8.0745
C 3.4214 0.7344 7.0127
C 2.7544 0.5915 5.8056
C 1.2834 -1.9139 3.6396
C 2.4302 -2.6737 3.8544
C 2.6212 -3.8340 3.1143
C 1.6684 -4.2045 2.1849
C 0.5441 -3.3969 2.0597
N 0.3386 -2.2961 2.7695
H -0.9157 4.3043 3.9904
H 0.1823 3.6973 5.1562
H 0.8145 -2.0611 6.5737
H 1.9762 -1.7941 8.7370
H 3.6677 -0.0016 9.0176
H 4.1573 1.5217 7.1273
H 2.9503 1.2684 4.9849
H 3.1764 -2.3416 4.5640
H 3.5247 -4.4183 3.2451
H 1.7826 -5.0449 1.5158
H -0.2146 -3.6523 1.3305
C -4.5702 -2.6094 2.1694
C -5.1668 -2.0808 1.0295
C -4.5030 -1.1251 0.2789
C -3.2370 -0.7037 0.6792
C -2.6322 -1.2312 1.8126
C -3.3075 -2.1859 2.5572
N -2.4510 0.2280 -0.0569
N -3.0662 0.8955 -0.8948
C -2.2199 1.7551 -1.6718
C -2.8620 2.6162 -2.5501
C -2.0759 3.4411 -3.3394
C -0.6995 3.3606 -3.2288
C -0.1549 2.4561 -2.3232
N -0.9046 1.6740 -1.5572
H -5.0902 -3.3655 2.7464
H -6.1456 -2.4267 0.7185
H -4.9401 -0.7085 -0.6181
H -1.6506 -0.8877 2.1114
H -2.8282 -2.6018 3.4344
H -3.9427 2.6222 -2.5913
H -2.5364 4.1306 -4.0371
H -0.0444 3.9691 -3.8378
H 0.9198 2.3493 -2.2169
O 0.9080 -4.7562 -0.8442
C 0.7438 -3.5854 -1.2365
O 1.1224 -2.5206 -0.6870
C -0.0374 -3.4045 -2.5597
P -0.9166 -1.7864 -2.5734
C 0.1901 -0.7417 -3.6106
C -0.2563 -0.0419 -4.7335
C 0.5910 0.8213 -5.4165
C 1.8954 1.0107 -4.9828
C 2.3509 0.3326 -3.8596
C 1.5062 -0.5373 -3.1820
C -2.2402 -2.1091 -3.8243
C -3.4634 -1.4654 -3.6505
C -4.4995 -1.6359 -4.5623
C -4.3306 -2.4698 -5.6571
C -3.1200 -3.1295 -5.8373
C -2.0862 -2.9456 -4.9312
H -0.7597 -4.2150 -2.6675
H 0.6779 -3.4709 -3.3839
H -1.2765 -0.1600 -5.0791
H 0.2197 1.3581 -6.2832
H 2.5502 1.6989 -5.5059
H 3.3408 0.4973 -3.4491
H 1.8730 -1.0444 -2.2954
H -3.6037 -0.8241 -2.7869
H -5.4411 -1.1207 -4.4118
H -5.1380 -2.6091 -6.3667
H -2.9821 -3.7842 -6.6902
H -1.1403 -3.4508 -5.0854
C 2.2593 5.1364 -0.8423
C 2.2706 3.6973 -0.3901
N 1.3967 3.2170 0.4150
O 0.4199 4.1550 0.7924
C 3.3270 2.8320 -0.9362
C 4.5637 3.4467 -1.5382
N 3.1699 1.5341 -0.8614
O 4.1062 0.7664 -1.3116
H 1.3359 5.6279 -0.5524
H 2.3767 5.1845 -1.9272
H 3.1025 5.6763 -0.4038
H -0.1920 3.6009 1.3241
H 5.0005 4.2156 -0.8923
H 4.3792 3.9055 -2.5172
H 5.2838 2.6403 -1.6733
*
```

The value obtained for the lowest unoccupied orbital energy is 3.77 eV. For the energy above the lowest of the compared OMol25 structures with the same formula, charge and spin, the calculation gives 0.000 eV. As for the gap between HOMO and LUMO: 5.49 eV. The value obtained for the max |F| is 0.22 eV Å⁻¹. The value obtained for the total energy is -86567.139 eV.

These are the Mulliken partial charges, in e, on atoms 1 to 2:
1. Rb 0.55
2. N -0.52


This record from the Open Molecules 2025 dataset describes a structure of composition C43H38NOP2SiY. The level of theory is wB97M-V/def2-TZVPD.

```
! wB97M-V def2-TZVPD RIJCOSX def2/J DEFGRID3
* xyz 2 1
Y -0.8458 -0.3832 0.1556
C -3.1005 -0.4270 -3.2287
Si -1.4520 0.2594 -2.5718
C -1.4886 2.1356 -2.8937
C -1.9846 2.6731 -4.0822
C -1.9879 4.0419 -4.3110
C -1.4962 4.9132 -3.3479
C -1.0086 4.4131 -2.1515
C -1.0155 3.0377 -1.9279
P -0.4048 2.3464 -0.3753
C -1.8541 2.0832 0.7098
C -1.5986 1.6228 2.0159
C -2.6333 1.1601 2.8219
C -3.9345 1.1384 2.3333
C -4.1935 1.5711 1.0397
C -3.1608 2.0211 0.2219
C 0.5941 3.5833 0.4766
C 0.0412 4.5823 1.2777
C 0.8648 5.5264 1.8704
C 2.2371 5.4838 1.6590
C 2.7915 4.4948 0.8582
C 1.9740 3.5412 0.2717
C -0.1072 -0.4948 -3.6976
C -0.3286 -0.7065 -5.0618
C 0.6139 -1.3321 -5.8621
C 1.8088 -1.7880 -5.3159
C 2.0608 -1.5966 -3.9699
C 1.1175 -0.9410 -3.1748
P 1.4070 -0.7151 -1.4084
C 3.0394 -0.0192 -1.0811
C 3.8436 0.4879 -2.0988
C 5.0341 1.1317 -1.7868
C 5.4291 1.2734 -0.4654
C 4.6217 0.7888 0.5566
C 3.4273 0.1602 0.2499
C 1.2817 -2.3810 -0.6649
C 0.0881 -3.0601 -0.9576
C -0.2154 -4.2645 -0.3334
C 0.6587 -4.7956 0.6024
C 1.8416 -4.1281 0.9015
C 2.1529 -2.9264 0.2814
H -3.3003 -0.1587 -4.2685
H -3.9528 -0.0407 -2.6567
H -3.1170 -1.5224 -3.1941
H -2.3675 2.0146 -4.8537
H -2.3685 4.4310 -5.2463
H -1.4934 5.9798 -3.5281
H -0.6206 5.0913 -1.4018
H -0.5894 1.6974 2.4219
H -2.4250 0.8401 3.8349
H -4.7454 0.8019 2.9657
H -5.2088 1.5697 0.6638
H -3.3687 2.3581 -0.7870
H -1.0299 4.6279 1.4358
H 0.4354 6.3009 2.4915
H 2.8752 6.2261 2.1195
H 3.8598 4.4629 0.6907
H 2.4100 2.7665 -0.3499
H -1.2596 -0.3830 -5.5128
H 0.4149 -1.4788 -6.9157
H 2.5336 -2.2951 -5.9383
H 2.9839 -1.9628 -3.5355
H 3.5423 0.3954 -3.1333
H 5.6539 1.5211 -2.5831
H 6.3619 1.7676 -0.2294
H 4.9180 0.9112 1.5899
H 2.7900 -0.1821 1.0601
H -0.5650 -2.6795 -1.7421
H -1.1183 -4.7989 -0.6015
H 0.4358 -5.7407 1.0795
H 2.5389 -4.5579 1.6089
H 3.0911 -2.4346 0.5026
O -2.8785 -1.4645 -0.1749
C -3.5189 -2.3906 0.7115
C -2.5753 -2.7054 1.8429
C -2.9073 -3.6862 2.7633
C -2.0294 -3.9581 3.7983
C -0.8405 -3.2470 3.8799
C -0.5827 -2.2943 2.9176
N -1.4289 -2.0187 1.9135
H -3.3853 -1.3255 -0.9876
H -3.7721 -3.3032 0.1687
H -4.4391 -1.9508 1.1030
H -3.8401 -4.2269 2.6707
H -2.2684 -4.7181 4.5300
H -0.1267 -3.4284 4.6703
H 0.3421 -1.7264 2.9440
*
```

The value obtained for the lowest unoccupied orbital energy is -5.56 eV. For the energy above the lowest of the compared OMol25 structures with the same formula, charge and spin, the calculation gives 0.000 eV. As for the gap between HOMO and LUMO: 6.91 eV. The value obtained for the max |F| is 0.11 eV Å⁻¹. The value obtained for the total energy is -76233.539 eV.

These are the Mulliken partial charges, in e, on atoms 1 to 2:
1. Y -0.23
2. C -1.94